Entry 1:
14
Properties=species:S:1:pos:R:3:forces:R:3 method="wB97M-V/def2-TZVPD" e_homo_ev=-8.504 gap_ev=9.13 charge=0 de_lowest_kcal_mol=105.9
C -1.609820 -1.022559 0.020826 -0.01 -0.03 0.07
C -0.203352 -0.563389 0.020009 0.13 0.18 0.32
C 0.358986 0.690943 -0.246659 -0.06 -0.05 0.01
N -0.414089 1.885750 -0.350128 0.10 -0.01 0.05
C 1.850732 0.638901 -0.029194 0.00 -0.38 0.46
C 1.959238 -0.669342 0.394070 -0.05 -0.14 -0.35
O 0.756291 -1.370317 0.446231 0.20 0.34 -0.29
H -2.209388 -0.325700 -0.574677 0.06 -0.21 0.16
H -1.690591 -2.035762 -0.384712 -0.02 0.17 0.02
H -1.985428 -1.045042 1.051422 -0.10 0.02 -0.17
H 0.235564 2.673820 -0.373510 -0.23 -0.25 -0.04
H -0.960696 1.977946 0.510837 0.22 0.04 -0.45
H 1.118681 0.439574 -1.218198 -0.05 0.11 0.41
H 2.793878 -1.274821 0.733688 -0.19 0.20 -0.19



Entry 2:
10
Properties=species:S:1:pos:R:3:forces:R:3 method="wB97M-V/def2-TZVPD" smiles="NC=O.N" e_homo_ev=-9.198 gap_ev=10.13 charge=0 de_lowest_kcal_mol=15.9
N 1.983532 0.585585 1.193614 1.20 -0.80 -2.57
H 2.367167 0.755677 2.090418 0.81 0.35 0.24
H 1.020337 0.822240 1.157243 -0.52 0.46 -0.55
H 2.558894 0.741131 0.288201 -1.55 -0.01 2.80
C -1.523208 0.143063 -0.752325 1.13 1.05 -2.29
N -1.181333 -1.173885 -0.692620 1.68 1.95 1.26
O -0.805077 1.140701 -0.593420 -0.89 -2.15 0.81
H -2.430122 0.254152 -1.339808 -1.01 0.20 0.48
H -1.754186 -1.922105 -0.958588 -0.91 -0.67 -0.33
H -0.236007 -1.346558 -0.392714 0.08 -0.37 0.15



Entry 3:
76
Properties=species:S:1:pos:R:3:forces:R:3 method="wB97M-V/def2-TZVPD" e_homo_ev=-4.075 gap_ev=7.03 charge=-2
K 15.648212 7.465676 -25.559111 0.05 -0.29 0.13
C 19.911149 8.143814 -20.750106 -1.46 1.68 0.48
F 19.864885 6.906229 -21.202054 -0.13 -0.37 -0.14
F 20.650214 8.154447 -19.625879 0.06 0.01 -0.39
F 20.514223 8.913453 -21.679750 0.39 -0.22 0.06
S 18.177564 8.960116 -20.375045 -2.56 -2.60 1.22
O 17.360858 8.802953 -21.619997 1.78 0.02 1.66
O 17.703685 8.114412 -19.209865 1.18 1.48 -2.67
O 18.431342 10.330641 -19.996876 0.69 0.01 -0.39
C 18.652164 2.266136 -29.163581 -3.33 0.59 1.80
F 17.849765 2.334121 -30.244791 0.29 -0.42 -0.34
F 19.227944 1.069815 -29.118790 0.30 0.30 -0.14
F 19.506329 3.246982 -29.260468 1.81 0.55 -0.43
S 17.534558 2.678074 -27.608087 -2.10 -1.56 2.61
O 18.407035 2.550803 -26.443945 0.85 0.21 -1.08
O 16.991318 4.034853 -27.732606 0.90 -0.21 -1.17
O 16.476689 1.650992 -27.568942 1.43 0.89 -1.30
C 10.414265 3.553514 -23.018088 0.73 1.29 -1.77
F 11.240145 3.355383 -22.010171 0.49 -0.05 0.58
F 9.696287 2.466109 -23.188612 -0.72 -0.68 0.06
F 9.574271 4.573156 -22.659853 0.38 -0.51 -0.21
S 11.334119 3.952107 -24.706870 0.97 -1.37 -1.88
O 12.248757 5.063525 -24.410957 -0.55 -0.61 0.45
O 12.016579 2.693558 -25.165232 -1.62 2.48 1.79
O 10.217158 4.339087 -25.574697 0.32 -0.19 0.95
C 21.273192 11.363397 -25.183935 -0.10 0.43 2.18
O 21.250780 10.941684 -26.517081 -0.94 -1.27 -1.92
P 20.549581 9.525595 -26.856277 -0.69 -0.88 -0.08
O 19.249017 9.233115 -26.195050 1.07 0.54 -0.66
O 21.721343 8.515465 -26.451177 -1.18 0.45 0.05
C 21.332823 7.199379 -26.049238 1.11 -1.55 0.32
O 20.506189 9.356713 -28.477652 0.09 1.72 1.59
C 19.890694 8.217824 -29.083488 0.95 -0.83 0.12
H 21.457870 12.435552 -25.117137 0.31 -0.10 -0.47
H 21.999230 10.824610 -24.575088 0.48 -0.01 -0.39
H 20.367596 11.224416 -24.593439 -0.58 -0.28 -0.66
H 21.745282 6.490824 -26.767526 0.37 0.06 -0.01
H 20.296738 6.868487 -25.977571 -0.33 1.18 0.03
H 21.811176 7.038392 -25.083131 -0.14 -0.17 -0.04
H 18.957542 8.450979 -29.596292 0.16 0.15 0.20
H 19.778499 7.382422 -28.392410 -0.50 0.23 0.26
H 20.658604 7.840881 -29.759023 -0.32 0.15 -0.49
C 12.697199 13.628581 -27.462977 1.26 0.55 -0.41
O 11.666855 12.720801 -27.196987 -1.48 -1.97 1.64
P 11.862785 11.641621 -25.960364 1.29 -0.19 -1.69
O 13.185674 10.943550 -26.117743 -1.98 0.68 0.82
O 10.541954 10.698133 -25.957674 1.26 1.71 -0.33
C 10.412162 9.712571 -24.918804 0.48 -1.36 -0.37
O 11.688112 12.576296 -24.684870 0.60 0.38 -0.42
C 12.246823 12.195148 -23.428808 -0.75 -0.93 0.96
H 13.625417 13.358149 -26.959597 -0.06 0.07 0.24
H 12.423774 14.659938 -27.240192 -0.25 -0.12 0.44
H 12.952549 13.637322 -28.522605 -0.30 -0.37 -0.17
H 9.779161 9.990748 -24.076176 -0.11 0.38 -0.38
H 11.367399 9.353776 -24.535532 0.28 0.47 0.05
H 10.055802 8.821708 -25.435988 -0.52 0.13 0.24
H 13.060493 12.790861 -23.015093 0.09 0.29 -0.83
H 12.544423 11.147058 -23.461467 0.25 0.11 0.10
H 11.420893 12.273862 -22.721894 0.04 -0.05 0.12
C 16.743870 3.484616 -21.842501 -0.46 1.15 -0.77
O 17.394816 2.253682 -21.652178 0.01 -2.95 0.93
P 16.522732 0.882357 -21.607789 -1.58 -0.94 -3.92
O 15.660663 0.619520 -22.841175 2.03 0.78 3.57
O 17.652543 -0.283681 -21.379488 -0.03 1.92 -0.08
C 17.334845 -1.620054 -21.075504 -0.86 -0.34 1.04
O 15.650394 0.899156 -20.249015 0.80 -0.05 -1.36
C 16.353540 0.966080 -19.035863 -0.21 0.20 1.33
H 17.296496 4.016456 -22.616989 0.07 -0.02 0.05
H 16.763120 4.093171 -20.938405 -0.06 -0.21 0.12
H 15.729353 3.368010 -22.223621 -0.09 -0.11 0.16
H 17.471358 -2.334032 -21.887735 0.15 0.44 -0.23
H 16.315011 -1.715240 -20.702717 -0.35 0.07 -0.37
H 17.910277 -1.928011 -20.202503 0.53 0.01 -0.19
H 16.544142 -0.025663 -18.625717 -0.13 -0.19 -0.07
H 15.673601 1.501980 -18.373603 0.26 -0.04 0.28
H 17.315207 1.479055 -19.048205 -0.07 0.23 -0.46



Entry 4:
24
Properties=species:S:1:pos:R:3:forces:R:3 method="wB97M-V/def2-TZVPD" e_homo_ev="-7.409 / -6.852" gap_ev="7.21 / 7.38" charge=0 de_lowest_kcal_mol=53.2
C -1.993156 -0.979403 -0.847901 -0.20 0.40 2.42
C -1.610720 0.337204 1.086778 2.11 -0.35 -0.22
C -0.729623 -1.535839 -0.762982 0.21 0.51 -0.73
C -0.277330 -0.159976 1.163830 -0.34 -0.15 0.18
C -2.489543 -0.038045 0.114740 0.49 -1.18 -1.17
C 0.203165 -1.096240 0.213159 -0.77 0.28 0.74
C -3.907762 0.475261 0.017418 0.11 0.44 0.09
C 2.332582 1.269216 -0.698853 -1.22 2.84 -0.47
N 4.083900 0.411474 0.411229 2.46 -0.25 2.07
N 3.190778 0.190154 -0.520859 -0.27 -1.81 -0.38
P 1.870317 -1.776220 0.373130 -0.17 0.75 1.07
H -2.763112 -1.427326 -1.403187 -0.55 -0.48 -1.50
H -1.837105 1.117345 1.749524 -0.62 0.84 1.09
H -0.443416 -2.262239 -1.545949 -0.03 0.32 0.71
H 0.340640 0.195558 2.042037 -0.53 -0.51 -1.31
H -4.639807 -0.225372 0.470158 0.47 0.26 -0.20
H -3.965885 1.445594 0.633557 -0.23 -1.20 -1.47
H -4.140087 0.514541 -1.092452 -0.10 0.65 1.45
H 1.286557 0.961216 -0.846934 0.07 -0.19 1.13
H 2.529513 2.025250 0.155633 -1.04 -0.71 -1.37
H 2.340544 1.806957 -1.709103 1.28 -0.45 1.05
H 4.602247 -0.439129 0.740661 -0.83 1.24 -0.73
H 3.910512 1.065515 1.207582 -0.28 -0.56 -0.92
H 2.106788 -1.875495 -0.951212 0.01 -0.70 -1.52